# 1
ORCA calculation (wB97M-V/def2-TZVPD) on a structure of composition C23H30AuN2SbSe2Te2.

```
! wB97M-V def2-TZVPD RIJCOSX def2/J DEFGRID3
* xyz 2 1
Au -0.56957 1.30705 -1.63013
Se -1.78871 -0.95081 -4.00211
Te -3.95542 -0.14629 -3.88312
Te -3.60779 2.48675 -3.47608
Se -1.22922 2.64668 -3.58598
C 1.56851 2.21044 1.53848
C 0.49797 1.97920 2.56982
C 0.55448 2.64260 3.78878
C -0.42623 2.45997 4.75369
C -1.49590 1.61623 4.50976
C -1.56970 0.94477 3.29739
C -0.57662 1.11394 2.33893
Sb -0.70683 0.00014 0.56916
C -2.62223 -0.86149 0.67040
C -3.61373 -0.18236 -0.03133
C -4.92673 -0.62820 -0.02181
C -5.24375 -1.78074 0.67971
C -4.25929 -2.45634 1.38015
C -2.93865 -2.01079 1.40511
C -1.92840 -2.77609 2.21190
C 0.73898 -1.49650 0.87400
C 1.49324 -1.45215 2.04281
C 2.44262 -2.42981 2.30445
C 2.63514 -3.45342 1.39169
C 1.88856 -3.49418 0.22241
C 0.93538 -2.52165 -0.05511
C 0.11472 -2.60280 -1.31339
H 2.35393 2.85075 1.93412
H 1.15354 2.69451 0.64909
H 2.03676 1.27443 1.21992
H 1.37912 3.31418 3.98752
H -0.35243 2.98167 5.69766
H -2.26712 1.47799 5.25342
H -2.41345 0.29215 3.10220
H -3.35916 0.72009 -0.58112
H -5.69867 -0.07491 -0.54216
H -6.26161 -2.14514 0.69802
H -4.51926 -3.34617 1.93869
H -2.42977 -3.39168 2.95615
H -1.23537 -2.11877 2.74003
H -1.32822 -3.43783 1.58371
H 1.33332 -0.66253 2.76763
H 3.02047 -2.39402 3.21692
H 3.36504 -4.22671 1.58992
H 2.04486 -4.29918 -0.48355
H 0.45997 -3.40549 -1.96174
H 0.17501 -1.66113 -1.87030
H -0.94117 -2.78592 -1.09817
N 4.26820 3.28027 -4.74055
C 3.73243 1.95891 -4.21984
C 2.47160 2.16145 -3.37989
N 1.86415 0.90655 -2.98487
H 5.15998 3.15548 -5.22813
H 4.42483 3.94913 -3.98003
H 3.61610 3.71898 -5.39790
H 4.54633 1.51818 -3.64378
H 3.53970 1.34511 -5.09930
H 1.74177 2.74460 -3.95020
H 2.70643 2.73584 -2.48080
H 2.50092 0.31424 -2.46444
H 1.50094 0.39076 -3.77781
*
```

Summary:
Frontier orbital gap (alpha / beta) (hartree): 0.187 / 0.187
Electronic energy (eV): -182813.2133
Energy above the lowest of the compared OMol25 structures with the same formula, charge and spin (eV): 0.000
HOMO level (alpha / beta) (eV): -13.028 / -13.029

# 2
ORCA calculation (wB97M-V/def2-TZVPD) on a structure of composition C23H30B2CdN9O2S2 at a distorted geometry.

```
! wB97M-V def2-TZVPD RIJCOSX def2/J DEFGRID3
* xyz -1 1
Cd 0.56285 -0.15370 0.11737
C 5.45015 -0.80640 0.28577
C 4.17525 -1.09620 -0.21543
N 3.25955 -0.35570 0.38297
N 3.89315 0.41320 1.26797
C 5.21515 0.16730 1.23337
B 3.17845 1.42320 2.17277
N 2.47165 2.47450 1.29137
C 2.53215 3.81170 1.40407
C 1.73065 4.36400 0.42547
C 1.20785 3.25650 -0.24483
N 1.66615 2.13740 0.29027
N 2.13165 0.68420 3.02827
C 2.00445 0.71370 4.36627
C 0.98425 -0.14160 4.72647
C 0.53005 -0.65740 3.50907
N 1.23005 -0.15030 2.50817
H 6.39345 -1.24040 0.00717
H 3.90145 -1.80530 -0.97553
H 5.90265 0.68610 1.87497
H 3.96525 1.97180 2.88137
H 3.13145 4.28950 2.15437
H 1.54975 5.40200 0.22567
H 0.52035 3.21880 -1.07073
H 2.62845 1.33490 4.98157
H 0.63215 -0.36670 5.71627
H -0.25915 -1.36550 3.32297
C -1.69975 -6.20660 0.93037
S -0.40415 -5.22540 1.75037
C -0.62165 -3.72900 0.73687
S -2.05055 -2.87400 0.85027
N 0.31785 -3.59900 -0.12793
N 0.62725 -2.56930 -0.85443
C 0.84785 -2.71140 -2.12193
C 1.26915 -1.60420 -2.92563
C 1.46695 -1.76300 -4.31003
C 1.83195 -0.67480 -5.06963
C 2.01685 0.55110 -4.43713
C 1.81515 0.61610 -3.06523
N 1.45175 -0.41590 -2.33203
H -1.91825 -7.06680 1.55617
H -2.57885 -5.57740 0.82357
H -1.33865 -6.52380 -0.04613
H 0.68225 -3.67070 -2.61803
H 1.31555 -2.73420 -4.75703
H 1.98935 -0.77470 -6.13653
H 2.30755 1.42690 -4.99653
H 1.95875 1.53860 -2.51553
C -3.53745 2.80760 0.81767
C -3.50095 1.30600 0.49337
C -4.59635 0.59200 1.28117
O -2.22735 0.82490 0.91907
B -1.40475 0.60570 -0.15693
O -2.09155 0.88280 -1.32973
C -3.48735 1.00020 -1.03983
C -4.13915 2.07140 -1.91453
C -4.10365 -0.36280 -1.38863
H -3.34545 2.92780 1.88247
H -4.50605 3.24230 0.57797
H -2.74845 3.32780 0.27787
H -4.56295 0.93150 2.31307
H -4.42805 -0.47950 1.27647
H -5.57985 0.80840 0.87087
H -3.71915 3.05710 -1.74133
H -5.20895 2.10070 -1.71533
H -3.98515 1.81710 -2.96063
H -3.68015 -1.13610 -0.75133
H -3.83525 -0.59790 -2.41803
H -5.18755 -0.34930 -1.29473
*
```

Summary:
Frontier orbital gap (hartree): 0.250
Electronic energy (eV): -69436.6618
Energy above the lowest of the compared OMol25 structures with the same formula, charge and spin (eV): 1.166
HOMO level (eV): -4.297

# 3
ORCA calculation (wB97M-V/def2-TZVPD) on an isolated molecule of C23H30BrNO3.

```
! wB97M-V def2-TZVPD RIJCOSX def2/J DEFGRID3
* xyz 0 1
C 3.20823 2.77450 -2.46762
H 4.13252 2.45361 -2.93942
H 3.23088 3.85608 -2.36265
H 2.37579 2.50274 -3.11432
C 3.05904 2.11624 -1.09781
N 1.86725 2.61262 -0.43944
C 1.87234 3.28429 0.72427
O 2.86622 3.67249 1.29262
C 0.46611 3.55776 1.28053
H 0.12539 4.54039 0.94801
H 0.53000 3.53781 2.37232
O -0.50973 2.62679 0.82310
C -0.46245 1.40275 1.37492
O 0.34792 1.08612 2.20337
C -1.50779 0.46876 0.78624
C -0.98099 -0.01673 -0.57458
C -1.98569 -0.99071 -1.18827
C -2.17074 -2.18989 -0.26043
C -2.69979 -1.70509 1.08868
C -1.69822 -0.73585 1.71138
H -2.05401 -0.39555 2.68618
H -0.73827 -1.22997 1.86074
C -4.04347 -0.99650 0.89242
C -3.82574 0.18883 -0.03212
C -3.32733 -0.28026 -1.38872
H -3.20803 0.57217 -2.06217
H -4.05085 -0.96388 -1.83876
C -2.85127 1.18088 0.58305
H -2.72611 2.04579 -0.07167
H -3.23230 1.53787 1.54306
Br -5.57210 1.12108 -0.29278
H -4.77268 -1.68349 0.45654
H -4.43446 -0.65774 1.85471
H -2.84063 -2.56015 1.75695
H -1.21586 -2.70092 -0.12265
H -2.87248 -2.89873 -0.70514
H -1.60952 -1.33075 -2.15891
H -0.84280 0.83847 -1.24199
H -0.01929 -0.51537 -0.43684
H 0.98166 2.35134 -0.84649
C 2.97096 0.59030 -1.21321
H 3.79849 0.23746 -1.82946
C 3.00482 -0.08560 0.16049
C 2.39582 -1.46153 0.19446
C 1.80532 -1.90857 1.37288
C 1.23268 -3.16555 1.44747
C 1.23511 -3.99734 0.33962
C 1.82565 -3.56581 -0.83497
C 2.40572 -2.31023 -0.90570
H 2.87091 -1.99657 -1.82807
H 1.83783 -4.21037 -1.70201
H 0.78260 -4.97667 0.39327
H 0.77883 -3.49649 2.37063
H 1.79093 -1.25475 2.23293
H 2.47409 0.53532 0.88625
H 4.04185 -0.14933 0.50289
H 2.03901 0.33764 -1.72800
H 3.89863 2.40026 -0.45574
*
```

Summary:
Frontier orbital gap (hartree): 0.357
Electronic energy (eV): -102016.0263
Structure (SMILES): C[C@H](CCc1ccccc1)NC(=O)COC(=O)[C@@]12C[C@@H]3C[C@@H](C[C@@](Br)(C3)C1)C2
Energy above the lowest of the compared OMol25 structures with the same formula, charge and spin (eV): 0.000
HOMO level (eV): -9.228

# 4
ORCA calculation (wB97M-V/def2-TZVPD) on a structure of composition C23H30CrN11PSi at a distorted geometry.

```
! wB97M-V def2-TZVPD RIJCOSX def2/J DEFGRID3
* xyz 1 2
Cr -0.14740 -0.38830 0.72440
C 3.60600 2.10960 3.86090
N 3.03720 1.08450 3.03020
C 3.39580 -0.22440 3.00040
C 2.50420 -0.86430 2.18500
N 1.60050 0.03460 1.72570
C 1.94410 1.21030 2.24700
P 1.06120 2.76020 1.84920
C -0.57260 2.15970 2.40650
N -1.12650 1.03360 1.96380
C -2.30200 0.90200 2.63010
C -2.46020 1.96400 3.47550
N -1.36870 2.75680 3.32300
C -1.04620 3.90820 4.12310
C 0.81180 2.31610 0.08230
N 0.35650 1.16520 -0.42630
C 0.36370 1.31260 -1.77640
C 0.82540 2.55950 -2.09430
N 1.10300 3.18190 -0.92130
C 1.59000 4.52310 -0.76060
H 4.60750 1.81700 4.16890
H 3.65240 3.05000 3.31230
H 2.98420 2.24740 4.74890
H 4.23570 -0.60530 3.54360
H 2.45270 -1.89330 1.89330
H -2.94560 0.05860 2.47460
H -3.25590 2.20720 4.15010
H -1.95560 4.33390 4.54750
H -0.38430 3.60470 4.93800
H -0.54640 4.66540 3.51760
H 0.04380 0.51910 -2.42330
H 0.96610 3.03390 -3.04490
H 1.68160 4.98620 -1.74120
H 0.89890 5.10740 -0.14930
H 2.56620 4.51530 -0.27230
C -3.80810 -0.04420 -0.25640
C -2.97630 -1.26020 -0.53000
C -3.54030 -2.44530 -0.97680
C -2.71510 -3.52360 -1.29370
C -1.34700 -3.39160 -1.20430
C -0.82800 -2.16720 -0.75790
N -1.65650 -1.15310 -0.38510
N 0.44010 -1.79430 -0.55060
Si 1.83490 -2.42860 -1.37990
C 1.38200 -2.74620 -3.20730
C 3.15070 -1.04640 -1.29560
C 2.54510 -3.98480 -0.53590
H -4.59940 -0.26760 0.45610
H -4.27330 0.29580 -1.18200
H -3.18000 0.75890 0.12510
H -4.61020 -2.52760 -1.07160
H -3.15160 -4.45650 -1.61900
H -0.67620 -4.20720 -1.41640
H 1.13810 -1.82090 -3.72000
H 0.53570 -3.41510 -3.31290
H 2.21600 -3.19870 -3.73130
H 2.70840 -0.06640 -1.14270
H 3.71540 -1.01470 -2.22140
H 3.85630 -1.22460 -0.49100
H 2.05970 -4.89230 -0.87690
H 2.43540 -3.93830 0.54420
H 3.60250 -4.08220 -0.76150
N 0.75170 1.12830 5.11160
C 0.30580 0.09940 4.83190
N -0.19100 -1.03450 4.48000
C -0.38170 -1.39230 3.29730
N -0.56910 -1.72110 2.18370
*
```

Summary:
Frontier orbital gap (alpha / beta) (hartree): 0.250 / 0.269
Electronic energy (eV): -86314.7108
HOMO level (alpha / beta) (eV): -10.386 / -10.453